1.
Entry from the Open Molecules 2025 dataset: 2 unconnected molecules or ions with the total composition C15H23Br2F6N2O6P (ωB97M-V/def2-TZVPD).

XYZ file:
```
55
Properties=species:S:1:pos:R:3:lowdin_charge:R:1
C 0.659 2.132 1.672 -0.0547
C 0.279 1.626 0.287 -0.5008
O 1.228 0.650 -0.147 -0.1478
C 0.708 -0.411 -0.963 -0.3218
C 0.670 -1.682 -0.111 -0.0904
C -0.366 -1.510 0.980 -0.5092
O -0.120 -1.385 2.142 0.1252
O -1.654 -1.415 0.559 0.0895
C 1.518 -0.458 -2.306 -0.3498
C 0.661 0.001 -3.493 -0.1197
C -0.475 -0.792 -4.081 -0.7306
O -0.912 -0.635 -5.157 0.0820
Br -1.337 -2.197 -2.980 0.8235
N 2.217 -1.743 -2.544 -0.4353
Br 3.719 -1.771 -1.364 0.8334
C 2.768 -1.903 -3.909 -0.2664
C 1.832 -2.733 -4.808 -0.0428
C 1.626 -2.206 -6.217 -0.6477
F 1.791 -0.876 -6.320 0.1248
F 0.415 -2.483 -6.675 0.1545
F 2.499 -2.750 -7.077 0.1376
P 0.165 2.930 -1.017 0.7725
N -0.934 2.663 -2.101 -0.2937
H 0.198 1.497 2.434 0.0620
H 0.318 3.157 1.844 0.0675
H 1.745 2.083 1.795 0.0930
H -0.727 1.184 0.314 0.1186
H -0.327 -0.171 -1.232 0.1032
H 1.627 -1.848 0.383 0.0819
H 0.455 -2.552 -0.741 0.0992
H -1.736 -1.717 -0.360 0.0386
H 2.279 0.330 -2.199 0.1210
H 1.278 0.265 -4.358 0.1222
H 0.155 0.937 -3.187 0.0975
H 3.034 -0.942 -4.365 0.1212
H 3.702 -2.454 -3.804 0.0737
H 0.852 -2.875 -4.346 0.0642
H 2.258 -3.733 -4.936 0.1364
H 1.480 2.855 -1.521 0.0159
H 0.124 4.155 -0.324 0.0055
H -1.621 3.396 -2.220 -0.0284
C -2.442 -0.521 4.404 -0.0565
C -1.346 0.224 5.123 -0.1829
O -1.835 1.466 5.694 0.0320
C -2.434 1.373 6.868 -0.4065
O -2.617 0.392 7.526 0.1689
C -2.858 2.784 7.347 -0.5458
F -3.415 3.495 6.360 0.1633
F -1.779 3.453 7.783 0.1610
F -3.730 2.695 8.346 0.1724
H -2.898 0.108 3.639 0.0862
H -2.013 -1.395 3.916 0.0693
H -3.220 -0.845 5.096 0.0804
H -0.561 0.532 4.437 0.1050
H -0.900 -0.376 5.915 0.1279
```

## Properties
Kohn-Sham gap = 9.21 eV
Net charge = 0
HOMO level = -9.35 eV
SMILES = C[C@H](O[C@H](CC(=O)O)[C@H](CC(=O)Br)N(Br)CCC(F)(F)F)[PH2]=N.CCOC(=O)C(F)(F)F

2.
Entry from the Open Molecules 2025 dataset: a molecular structure, C15H23CeClN2O (ωB97M-V/def2-TZVPD).

XYZ file:
```
43
Properties=species:S:1:pos:R:3:lowdin_charge:R:1
C -1.432 -1.800 -5.161 -0.2451
C -2.720 -1.103 -5.164 -0.0270
C -0.284 -1.186 -5.840 0.0026
C -1.368 -3.217 -4.794 -0.0215
Cl -1.355 -1.102 -1.998 0.1922
H -0.311 -1.385 -6.927 0.1508
H 0.667 -1.586 -5.460 0.1108
H -0.279 -0.094 -5.710 0.1120
H -3.278 -1.302 -6.096 0.1495
H -2.580 -0.016 -5.099 0.1089
H -3.355 -1.416 -4.327 0.0989
H -1.634 -3.861 -5.651 0.1498
H -2.056 -3.457 -3.975 0.1017
H -0.353 -3.498 -4.483 0.1104
C -0.133 2.677 0.756 -0.1245
C 1.057 2.323 0.053 -0.1555
C 0.688 1.908 -1.272 -0.1879
H 2.067 2.429 0.444 0.1292
C -0.738 2.031 -1.382 -0.2001
C -1.241 2.502 -0.128 -0.1092
H -2.283 2.722 0.109 0.1371
H -0.162 3.098 1.760 0.1252
H 1.372 1.573 -2.054 0.1361
H -1.330 1.806 -2.269 0.1072
C 1.350 -1.930 1.355 -0.1202
C 2.128 -0.734 1.389 -0.1305
C 2.427 -0.364 0.040 -0.1605
H 2.522 -0.252 2.285 0.1241
C 1.817 -1.320 -0.833 -0.1987
C 1.163 -2.300 -0.014 -0.1672
H 0.635 -3.180 -0.381 0.1274
H 1.030 -2.494 2.233 0.1363
H 3.077 0.453 -0.263 0.1299
H 1.862 -1.315 -1.922 0.1237
Ce -0.190 -0.022 0.128 1.0129
N -1.036 0.097 4.603 0.2222
C -0.323 0.496 3.537 -0.5405
N 0.746 1.272 3.801 0.2196
O -0.677 0.153 2.363 -0.1533
H -0.736 0.334 5.537 0.1341
H -1.830 -0.503 4.456 0.1374
H 1.293 1.670 3.049 0.1119
H 0.956 1.519 4.761 0.1398
```

## Properties
Kohn-Sham gap = 7.08 eV
Net charge = +2
HOMO level = -14.78 eV

3.
Entry from the Open Molecules 2025 dataset: a molecular structure, C15H23ClNNiO7S (ωB97M-V/def2-TZVPD).

XYZ file:
```
49
Properties=species:S:1:pos:R:3:lowdin_charge:R:1
Ni 0.061 0.569 0.705 0.4375
C -0.381 -1.592 3.219 -0.1036
O 0.325 -1.526 1.995 -0.2421
C 0.293 -2.743 1.276 -0.1762
C 1.325 -2.684 0.148 -0.1710
O 1.115 -1.464 -0.489 -0.1861
C 1.846 -1.191 -1.649 -0.1774
C 1.432 0.205 -2.073 -0.1899
O 1.627 1.044 -0.948 -0.2663
C 1.621 2.422 -1.277 -0.1153
H 0.103 -2.314 3.893 0.0899
H -0.349 -0.593 3.647 0.0767
H -1.425 -1.888 3.056 0.0786
H 0.523 -3.584 1.948 0.1254
H -0.708 -2.896 0.856 0.1219
H 2.358 -2.744 0.528 0.1319
H 1.148 -3.524 -0.543 0.1320
H 2.929 -1.234 -1.444 0.1331
H 1.602 -1.909 -2.450 0.1339
H 2.062 0.542 -2.911 0.1270
H 0.378 0.218 -2.369 0.1261
H 2.485 2.650 -1.916 0.0893
H 0.693 2.696 -1.785 0.0900
H 1.689 2.961 -0.334 0.0556
C -0.550 5.911 5.722 -0.0636
C -0.892 4.982 4.594 -0.2851
C -1.625 3.824 4.819 -0.0461
C -1.943 2.969 3.778 -0.0569
C -1.531 3.272 2.495 -0.2952
C -0.789 4.414 2.249 -0.0636
C -0.478 5.263 3.296 -0.0430
S -1.985 2.209 1.147 0.5784
O -3.338 2.554 0.771 -0.3046
O -0.953 2.464 0.120 -0.3714
N -1.775 0.762 1.717 -0.2501
C -2.691 -0.244 1.223 -0.1932
C -2.170 -0.907 -0.072 -0.6741
O -2.707 -1.933 -0.464 -0.0031
O -1.206 -0.307 -0.635 -0.0762
H -0.688 5.424 6.686 0.0687
H -1.181 6.801 5.705 0.0762
H 0.485 6.241 5.655 0.0740
H -1.938 3.579 5.828 0.1048
H -2.488 2.052 3.954 0.1106
H -0.440 4.611 1.249 0.1090
H 0.116 6.148 3.107 0.1085
H -3.679 0.184 1.013 0.1086
H -2.828 -1.012 1.993 0.0897
Cl 1.532 1.561 2.153 -0.0232
```

## Properties
Kohn-Sham gap (spin up / spin down) = 7.85 / 8.01 eV
Net charge = -1
⟨S²⟩ = 2.004
Multiplicity = 3
HOMO level (spin up / spin down) = -4.95 / -5.10 eV

4.
Entry from the Open Molecules 2025 dataset: a molecular structure, C15H23F5N7OPdS (ωB97M-V/def2-TZVPD).

XYZ file:
```
53
Properties=species:S:1:pos:R:3:lowdin_charge:R:1
Pd -0.334 -0.046 0.957 0.7060
C -2.813 -2.871 -2.194 -0.0445
N -1.389 -2.683 -2.489 -0.1269
C -0.672 -3.812 -3.253 -0.0044
C -0.830 -1.738 -1.703 -0.4672
N -1.442 -1.051 -0.819 0.0943
N 0.505 -1.498 -2.047 0.1538
C 1.579 -1.334 -1.172 -0.5009
N 2.788 -1.633 -1.658 0.1732
N 1.354 -0.975 0.047 0.0151
H -3.134 -3.597 -2.855 0.0609
H -3.314 -1.903 -2.396 0.1150
H -3.011 -3.256 -1.199 0.1048
H -0.595 -3.605 -4.360 0.0992
H -1.336 -4.717 -3.242 0.0953
H 0.319 -4.053 -2.745 0.1031
H -2.443 -1.320 -0.737 0.0723
H 0.806 -1.840 -2.906 0.0991
H 2.829 -1.961 -2.655 0.1441
H 3.660 -1.545 -1.169 0.1191
H 2.176 -1.087 0.643 0.0818
C 2.749 2.613 -0.835 -0.0228
N 1.420 2.907 -0.159 -0.1168
C 1.517 2.888 1.274 -0.0859
C 0.257 2.532 -0.775 -0.4735
O -0.746 2.060 -0.186 -0.0588
N 0.311 2.697 -2.151 -0.1586
C 0.892 3.901 -2.748 -0.0643
C -0.723 2.175 -2.968 -0.0651
H 3.196 1.656 -0.590 0.0673
H 3.545 3.278 -0.422 0.1051
H 2.573 2.767 -1.908 0.0605
H 0.589 3.061 1.714 0.0303
H 2.275 3.597 1.620 0.1000
H 1.842 1.870 1.629 0.0827
H 1.794 4.347 -2.316 0.0821
H 0.223 4.753 -2.832 0.1002
H 1.264 3.634 -3.737 0.0975
H -1.220 1.341 -2.457 0.0771
H -0.272 1.781 -3.887 0.1001
H -1.479 2.938 -3.064 0.0976
F -1.511 -2.571 7.362 0.1364
C -1.348 -1.730 6.322 -0.1263
C -1.035 -0.402 6.564 -0.0842
F -0.995 -0.043 7.865 0.1176
C -0.894 0.507 5.441 -0.1962
F -0.520 1.788 5.635 0.0872
C -0.966 -0.011 4.159 -0.4996
S -1.087 1.028 2.752 0.7499
C -1.348 -1.338 3.999 -0.2337
F -1.625 -1.892 2.776 0.0270
C -1.520 -2.176 5.051 -0.1758
F -1.860 -3.433 4.822 0.1495
```

## Properties
Kohn-Sham gap (spin up / spin down) = 8.29 / 6.73 eV
Net charge = +1
⟨S²⟩ = 2.012
Multiplicity = 3
HOMO level (spin up / spin down) = -10.88 / -11.14 eV

5.
Entry from the Open Molecules 2025 dataset: a molecular structure, C15H23F9NO3P2Pd (ωB97M-V/def2-TZVPD).

XYZ file:
```
54
Properties=species:S:1:pos:R:3:lowdin_charge:R:1
Pd -0.044 0.610 -0.085 0.8629
P -1.797 0.372 1.361 0.8794
C -3.183 0.855 0.412 -0.1025
C -2.934 1.403 -0.855 -0.2889
N -1.635 1.397 -1.348 0.0018
C -1.330 1.808 -2.574 -0.2882
C -2.305 2.375 -3.402 0.0656
C -3.626 2.429 -2.949 0.0439
C -3.951 1.920 -1.706 0.0701
C 0.101 1.628 -3.051 -0.2067
P 0.887 0.290 -2.089 0.8647
H -4.969 1.916 -1.312 0.1531
H -1.997 2.729 -4.380 0.1492
H -4.386 2.906 -3.563 0.1518
H 0.135 1.370 -4.114 0.1317
H 0.699 2.535 -2.881 0.1297
H -3.586 -3.368 -2.238 0.0363
H -4.211 0.828 0.782 0.1369
H 1.280 -4.666 -0.113 0.0354
O -3.537 -3.034 -1.342 -0.0796
H -3.614 -3.827 -0.783 0.0571
H 1.401 0.129 0.964 0.0181
O 0.399 -4.561 -0.476 -0.0617
H 0.522 -4.557 -1.441 0.0370
C 0.327 -1.253 -2.843 -0.1656
H 0.374 -1.157 -3.936 0.0976
H 0.987 -2.059 -2.491 0.0698
H -0.701 -1.473 -2.518 0.0655
C 2.659 0.455 -2.325 -0.1747
H 3.136 -0.493 -2.048 0.0721
H 2.870 0.703 -3.373 0.1030
H 3.040 1.246 -1.667 0.0730
C -1.464 1.519 2.719 -0.1533
H -2.156 1.334 3.548 0.1031
H -0.426 1.392 3.055 0.0509
H -1.606 2.540 2.346 0.0794
C -2.079 -1.260 2.064 -0.1521
H -1.133 -1.649 2.464 0.0747
H -2.824 -1.186 2.868 0.1036
H -2.445 -1.916 1.264 0.0655
F 3.364 -2.252 2.003 0.1869
C 3.699 -0.957 1.805 -0.4826
F 4.988 -0.772 2.174 0.2067
F 3.599 -0.742 0.453 0.1143
C 2.720 -0.004 2.532 -0.1812
O 1.431 -0.147 1.952 -0.0432
C 2.463 -0.494 3.990 -0.4771
F 3.610 -0.743 4.680 0.1997
F 1.737 0.431 4.677 0.1680
F 1.714 -1.624 3.957 0.1659
C 3.314 1.434 2.482 -0.4805
F 4.420 1.530 3.263 0.2036
F 3.655 1.757 1.198 0.1446
F 2.409 2.353 2.891 0.1654
```

## Properties
Kohn-Sham gap (spin up / spin down) = 8.19 / 3.72 eV
Net charge = +3
⟨S²⟩ = 6.049
Multiplicity = 5
HOMO level (spin up / spin down) = -18.73 / -18.81 eV

6.
Entry from the Open Molecules 2025 dataset: a single C15H23N3O molecule (ωB97M-V/def2-TZVPD).

XYZ file:
```
42
Properties=species:S:1:pos:R:3:lowdin_charge:R:1
C 1.778 0.034 3.381 -0.1100
C 1.544 -1.247 4.173 -0.2685
C 2.301 -2.460 3.627 -0.2200
C 1.872 -2.870 2.211 -0.2123
C 2.842 -2.390 1.131 -0.2177
C 2.312 -2.611 -0.286 -0.1977
C 1.206 -1.623 -0.644 -0.1299
C 0.700 -1.810 -2.051 -0.4598
O 1.041 -2.675 -2.825 0.0815
N -0.241 -0.884 -2.430 0.0521
N -0.629 0.093 -1.603 0.0805
C -1.509 0.967 -1.912 -0.2781
C -1.762 1.987 -0.892 -0.1562
C -2.313 3.233 -1.198 -0.1046
N -2.546 4.171 -0.301 0.0593
C -2.236 3.931 0.961 -0.1509
C -1.662 2.740 1.385 -0.0538
C -1.425 1.756 0.445 -0.0133
H -0.989 0.808 0.719 0.1025
H -1.414 2.587 2.424 0.0998
H -2.458 4.729 1.657 0.1030
H -2.566 3.505 -2.214 0.1099
C -2.260 1.025 -3.215 -0.0227
H -1.684 1.572 -3.963 0.0955
H -3.216 1.522 -3.081 0.0777
H -2.450 0.022 -3.595 0.0740
H -0.614 -0.972 -3.376 0.1492
H 0.350 -1.733 0.025 0.1139
H 1.561 -0.595 -0.548 0.1233
H 1.934 -3.630 -0.388 0.1192
H 3.126 -2.494 -1.003 0.1173
H 3.783 -2.931 1.246 0.1140
H 3.056 -1.329 1.268 0.1000
H 0.872 -2.479 2.019 0.0988
H 1.807 -3.959 2.149 0.1117
H 2.128 -3.293 4.313 0.1034
H 3.372 -2.250 3.637 0.1088
H 1.856 -1.083 5.208 0.1021
H 0.474 -1.471 4.187 0.1049
H 2.841 0.263 3.332 0.0755
H 1.395 -0.056 2.368 0.0517
H 1.272 0.870 3.861 0.0659
```

## Properties
Kohn-Sham gap = 9.03 eV
Net charge = 0
Energy above the lowest of the compared OMol25 structures with the same formula, charge and spin = 25.98 kcal/mol
HOMO level = -8.71 eV
SMILES = CCCCCCCC(=O)N/N=C(\C)c1cccnc1

7.
Entry from the Open Molecules 2025 dataset: a single C15H23N3O3 molecule (ωB97M-V/def2-TZVPD).

XYZ file:
```
44
Properties=species:S:1:pos:R:3:lowdin_charge:R:1
C -1.370 -1.374 -1.970 -0.2832
C 0.024 -0.932 -1.495 -0.4254
C -2.351 -0.186 -1.787 -0.0981
C -2.589 0.152 -0.327 -0.2266
C -3.639 -0.434 0.378 -0.0689
C -1.722 1.032 0.354 -0.0389
C -3.817 -0.186 1.733 -0.0992
C -1.920 1.292 1.701 -0.0707
C -2.975 0.674 2.406 -0.0869
C 1.968 -1.639 -0.109 -0.1986
C 2.195 -2.718 0.951 -0.5004
C 2.205 -0.251 0.568 -0.1306
C 3.099 0.682 -0.235 -0.2043
C 3.176 2.095 0.364 -0.2025
C 1.850 2.843 0.356 -0.3206
H -2.245 -2.429 -0.447 0.0706
H -2.431 -3.136 -1.939 0.0996
H -1.212 -1.543 -3.038 0.1541
H -3.322 -0.434 -2.245 0.1201
H -1.912 0.694 -2.315 0.1297
H -4.345 -1.124 -0.159 0.1279
H -0.918 1.486 -0.190 0.0825
H -4.647 -0.665 2.269 0.1094
H -1.259 2.002 2.195 0.1008
H -3.122 0.907 3.463 0.1047
H 0.199 -2.714 -0.618 0.1263
H 2.714 -1.805 -0.896 0.1633
H 1.221 0.202 0.727 0.0997
H 2.647 -0.411 1.570 0.1356
H 2.738 0.747 -1.273 0.1009
H 4.111 0.252 -0.238 0.1195
H 3.566 2.053 1.372 0.1040
H 3.882 2.685 -0.241 0.1146
H 1.130 2.356 1.049 0.0868
H 2.023 3.854 0.793 0.1168
H 1.052 2.114 -1.374 0.0231
H 0.507 3.635 -0.985 0.0837
H 0.438 -2.253 1.568 0.1286
N -1.780 -2.618 -1.331 0.0503
N 0.623 -1.795 -0.624 0.1021
N 1.338 3.010 -0.987 0.0049
O 0.503 0.127 -1.860 0.0540
O 3.206 -3.354 1.069 0.1289
O 1.161 -2.891 1.793 0.1126
```

## Properties
Kohn-Sham gap = 9.51 eV
Net charge = 0
Energy above the lowest of the compared OMol25 structures with the same formula, charge and spin = 16.15 kcal/mol
HOMO level = -9.04 eV
SMILES = NCCCC[C@H](NC(=O)[C@@H](N)Cc1ccccc1)C(=O)O

8.
Entry from the Open Molecules 2025 dataset: a molecular structure, C15H23N3O3ReS (ωB97M-V/def2-TZVPD).

XYZ file:
```
46
Properties=species:S:1:pos:R:3:lowdin_charge:R:1
Re 0.373 -0.197 -0.025 1.5236
C -1.348 1.746 2.446 -0.0141
O -1.100 0.502 1.810 -0.2865
C -2.265 -0.314 1.627 -0.1190
C -2.733 -0.231 0.168 -0.0843
O -1.629 -0.563 -0.685 -0.3457
C -1.747 -1.706 -1.538 -0.0983
C -0.926 -2.835 -0.899 -0.0955
O 0.416 -2.357 -0.676 -0.3001
C 1.384 -2.927 -1.552 -0.0088
H -1.807 1.569 3.429 0.1355
H -0.403 2.267 2.596 0.1106
H -2.044 2.375 1.874 0.1264
H -1.980 -1.339 1.898 0.1480
H -3.082 0.001 2.285 0.1695
H -3.582 -0.899 0.001 0.1672
H -3.045 0.793 -0.081 0.1627
H -2.788 -2.010 -1.687 0.1707
H -1.329 -1.426 -2.515 0.1521
H -1.340 -3.116 0.077 0.1565
H -0.921 -3.717 -1.546 0.1695
H 1.424 -4.013 -1.390 0.1421
H 1.135 -2.744 -2.602 0.1267
H 2.364 -2.522 -1.304 0.1068
C 2.579 1.959 -4.399 0.0347
N 3.187 1.659 -3.135 -0.0771
C 4.520 1.656 -2.908 0.0941
C 4.731 1.289 -1.606 0.0858
N 3.502 1.074 -1.025 0.0412
C 2.552 1.294 -1.997 -0.5489
S 0.841 1.197 -1.864 0.9695
C 3.328 0.818 0.356 -0.1847
C 4.332 1.251 1.222 0.0791
C 4.271 0.951 2.574 0.0832
C 3.208 0.178 3.037 0.0523
C 2.220 -0.171 2.140 -0.0760
N 2.230 0.159 0.823 -0.0966
H 3.304 2.445 -5.055 0.1359
H 1.714 2.619 -4.290 0.1173
H 2.256 1.039 -4.901 0.1331
H 5.246 1.925 -3.661 0.1822
H 5.676 1.152 -1.108 0.1665
H 5.156 1.840 0.851 0.1433
H 5.041 1.307 3.247 0.1618
H 3.155 -0.120 4.075 0.1548
H 1.374 -0.770 2.481 0.1332
```

## Properties
Kohn-Sham gap (spin up / spin down) = 6.01 / 5.79 eV
Net charge = +4
⟨S²⟩ = 0.803
Multiplicity = 2
HOMO level (spin up / spin down) = -22.55 / -22.52 eV